ORCA calculation (ωB97M-V with the def2-TZVPD basis set) on a 8-piece molecular cluster, C32H80O16 overall.

ΔE to the lowest compared entry with this formula, charge and spin: 44.3 kJ/mol
strongest force on any atom: 0.02059 Eh/bohr
gap between HOMO and LUMO: 9.780 eV
HOMO level: -9.20 eV

```
! wB97M-V def2-TZVPD RIJCOSX def2/J DEFGRID3
* xyz 0 1
C -11.05 1.03 2.42
O -9.73 0.58 2.38
C -8.90 1.41 1.61
C -7.50 0.86 1.75
O -6.62 1.67 0.99
C -5.28 1.33 1.19
H -11.11 2.06 2.82
H -11.64 0.37 3.05
H -11.49 1.08 1.42
H -8.91 2.44 2.00
H -9.21 1.44 0.56
H -7.49 -0.16 1.35
H -7.27 0.90 2.81
H -4.67 2.10 0.71
H -5.00 0.37 0.74
H -4.96 1.34 2.24
C -1.67 -0.97 1.89
O -0.53 -0.88 1.07
C -0.59 0.33 0.33
C 0.59 0.44 -0.61
O 1.79 0.80 0.02
C 2.58 -0.28 0.49
H -1.68 -1.93 2.40
H -2.61 -0.91 1.31
H -1.69 -0.15 2.61
H -0.57 1.18 1.03
H -1.50 0.33 -0.29
H 0.42 1.15 -1.41
H 0.72 -0.55 -1.09
H 3.48 0.14 0.91
H 2.84 -0.91 -0.37
H 2.07 -0.85 1.27
C 7.50 -1.55 4.66
O 7.44 -1.25 3.28
C 6.33 -1.82 2.66
C 6.25 -1.33 1.23
O 5.66 -2.25 0.35
C 6.52 -3.28 -0.07
H 7.75 -2.60 4.83
H 6.56 -1.32 5.17
H 8.25 -0.92 5.12
H 5.41 -1.53 3.20
H 6.36 -2.92 2.66
H 7.24 -1.01 0.87
H 5.65 -0.41 1.17
H 6.88 -3.90 0.76
H 7.38 -2.90 -0.64
H 5.95 -3.92 -0.75
C 2.33 1.51 -3.91
O 3.18 2.64 -3.83
C 3.54 3.22 -5.05
C 2.40 3.84 -5.83
O 1.57 2.86 -6.44
C 1.97 2.51 -7.75
H 1.33 1.76 -4.26
H 2.25 1.09 -2.90
H 2.76 0.71 -4.52
H 4.05 2.48 -5.69
H 4.33 3.93 -4.77
H 2.80 4.51 -6.60
H 1.76 4.42 -5.16
H 2.11 3.40 -8.37
H 1.21 1.86 -8.16
H 2.93 1.97 -7.75
C 3.68 -5.87 -5.87
O 3.34 -4.80 -5.05
C 4.18 -3.69 -5.23
C 3.90 -2.67 -4.15
O 5.12 -2.09 -3.75
C 4.93 -1.06 -2.81
H 2.90 -6.62 -5.82
H 4.63 -6.34 -5.56
H 3.80 -5.58 -6.92
H 4.07 -3.29 -6.25
H 5.24 -3.99 -5.14
H 3.35 -3.15 -3.33
H 3.26 -1.86 -4.53
H 5.86 -0.89 -2.27
H 4.20 -1.35 -2.04
H 4.62 -0.14 -3.32
C -4.99 -4.25 -5.54
O -4.17 -4.11 -4.41
C -4.24 -5.23 -3.56
C -3.33 -5.05 -2.41
O -3.77 -3.99 -1.59
C -3.11 -3.95 -0.36
H -5.97 -4.67 -5.28
H -4.52 -4.92 -6.27
H -5.17 -3.26 -5.95
H -3.89 -6.12 -4.11
H -5.27 -5.41 -3.22
H -2.30 -4.89 -2.75
H -3.33 -5.98 -1.83
H -2.01 -3.97 -0.50
H -3.39 -4.75 0.33
H -3.28 -2.98 0.12
C -2.90 1.63 10.46
O -2.90 1.56 9.06
C -3.13 2.81 8.45
C -3.62 2.63 7.04
O -2.53 2.28 6.22
C -2.92 2.12 4.87
H -2.08 2.26 10.82
H -2.71 0.61 10.81
H -3.87 1.96 10.83
H -2.21 3.42 8.39
H -3.85 3.40 9.03
H -4.06 3.58 6.70
H -4.39 1.85 7.01
H -3.13 3.11 4.44
H -3.79 1.46 4.80
H -2.09 1.69 4.31
C 0.37 3.31 3.45
O 1.45 3.75 2.66
C 1.20 3.92 1.27
C 2.56 4.07 0.60
O 2.69 5.25 -0.16
C 2.44 5.05 -1.53
H -0.58 3.29 2.92
H 0.30 3.98 4.31
H 0.61 2.32 3.85
H 0.55 4.78 1.09
H 0.65 3.07 0.84
H 2.83 3.18 0.03
H 3.25 4.16 1.44
H 2.82 5.86 -2.15
H 1.36 4.91 -1.72
H 2.93 4.15 -1.93
*
```